This record from the Open Molecules 2025 dataset describes a 10-piece molecular cluster, C17H39N10O18S overall in a non-equilibrium geometry. The level of theory is ωB97M-V with the def2-TZVPD basis set.

charge	+1
multiplicity	1
energy	-2969.70866	Eh
gap between HOMO and LUMO	7.733	eV
LUMO energy	-4.19	eV

Last column: Löwdin charge in e.
Element x y z (Å)
C: -0.5405 -3.5520 -2.2048  -0.112
C: -1.6121 -2.5271 -1.5031  -0.303
N: -2.1210 -1.4203 -2.4002  -0.278
S: -1.3797 0.1377 -1.9560  1.013
C: 0.4701 -0.3162 -1.8021  -0.368
C: 1.1689 -0.4630 -0.3262  0.004
C: 2.7764 -0.9131 -0.3210  0.020
C: 3.5336 -1.1787 -1.7631  -0.016
C: 2.8472 -1.0025 -3.2456  -0.016
C: 1.2410 -0.5591 -3.2551  -0.033
H: -0.1261 -3.1820 -3.2495  0.085
H: 0.4045 -3.5927 -1.4766  0.066
H: -0.9219 -4.6655 -2.3065  0.091
H: -2.5638 -3.1834 -1.2090  0.134
H: -1.2193 -2.0902 -0.4667  0.109
H: -3.1662 -1.3457 -2.3603  0.045
H: -1.8164 0.5597 -0.6894  -0.004
H: 0.5541 -0.2582 0.6498  0.073
H: 3.2779 -1.0438 0.7387  0.074
H: 4.6774 -1.4925 -1.7468  0.105
H: 3.3883 -1.1903 -4.2814  0.111
H: 0.6493 -0.4142 -4.2569  0.103
C: 0.4594 3.3135 -1.8326  0.026
N: 0.2875 4.7413 -1.4513  -0.409
O: -0.8084 5.0749 -0.9858  0.044
O: 1.2576 5.4869 -1.6303  0.082
H: -0.4685 2.7773 -1.6219  0.048
H: 0.6886 3.2826 -2.8998  0.107
H: 1.2814 2.9101 -1.2377  0.102
C: -2.8868 7.4331 -0.0362  0.007
N: -3.9480 8.3938 0.3693  -0.419
O: -4.9351 7.9331 0.9545  0.040
O: -3.7602 9.5834 0.0886  0.055
H: -3.1832 6.4283 0.2726  0.088
H: -2.7887 7.4895 -1.1222  0.102
H: -1.9628 7.7329 0.4624  0.064
C: 5.0950 -3.8721 1.7904  0.049
N: 4.9232 -2.4443 2.1717  -0.413
O: 3.8272 -2.1107 2.6372  0.034
O: 5.8933 -1.6986 1.9928  0.055
H: 4.1671 -4.4082 2.0011  0.074
H: 5.3243 -3.9030 0.7233  0.104
H: 5.9170 -4.2754 2.3853  0.110
C: 4.6787 1.2717 2.9142  0.036
N: 4.3555 2.5033 2.1446  -0.424
O: 4.2315 2.3891 0.9196  0.033
O: 4.2357 3.5500 2.7920  0.055
H: 4.7543 0.4314 2.2207  0.049
H: 5.6310 1.4401 3.4211  0.110
H: 3.8706 1.1090 3.6303  0.106
C: 1.8063 -7.3297 -0.6116  0.055
N: 1.6886 -5.9777 -0.0017  -0.385
O: 2.5193 -5.6719 0.8616  0.057
O: 0.7653 -5.2617 -0.4068  -0.003
H: 2.6574 -7.8467 -0.1631  0.105
H: 0.8776 -7.8659 -0.4063  0.073
H: 1.9587 -7.1951 -1.6844  0.108
C: -2.5602 0.6102 2.1423  0.038
N: -1.2559 0.2107 2.7363  -0.413
O: -0.2446 0.7898 2.3231  0.018
O: -1.2842 -0.6732 3.6006  0.085
H: -2.3856 1.3925 1.4004  0.082
H: -2.9942 -0.2755 1.6739  0.100
H: -3.1915 0.9811 2.9523  0.113
C: -2.5334 -6.4175 1.2663  0.046
N: -1.4395 -7.3920 1.0065  -0.415
O: -0.5834 -7.5303 1.8879  0.062
O: -1.4712 -7.9906 -0.0751  0.045
H: -2.3795 -5.9676 2.2495  0.101
H: -2.4904 -5.6575 0.4835  0.088
H: -3.4772 -6.9658 1.2365  0.107
C: -4.5701 1.1414 -4.5386  0.052
N: -5.3262 0.4513 -3.4588  -0.398
O: -4.7776 -0.5114 -2.9100  0.000
O: -6.4490 0.8956 -3.1927  0.102
H: -3.6045 0.6470 -4.6652  0.089
H: -5.1626 1.0702 -5.4530  0.112
H: -4.4340 2.1808 -4.2331  0.109
C: -0.5854 6.5117 4.0576  0.047
N: -0.9826 7.0702 2.7370  -0.399
O: -1.3207 8.2591 2.7037  0.077
O: -0.9438 6.2992 1.7710  0.019
H: -0.6669 7.2970 4.8122  0.100
H: -1.2643 5.6872 4.2844  0.100
H: 0.4464 6.1649 3.9719  0.104

Forces on the atoms, in the same order (eV/Å):
C 1.43 0.27 0.45
C -0.76 -2.02 1.18
N 0.93 0.72 1.85
S 0.74 -1.52 -1.00
C 3.60 -0.96 0.45
C 2.39 -0.96 -4.13
C -2.78 0.60 -3.69
C -2.60 0.95 -0.09
C -3.39 0.84 4.02
C 2.21 -0.43 3.40
H -1.22 -0.61 2.16
H -2.21 0.19 -1.86
H 0.52 2.53 0.22
H 1.93 1.52 -0.65
H -0.62 -1.04 -2.31
H 1.15 0.40 -0.21
H 0.82 -0.87 -0.52
H 1.46 -0.40 -2.07
H -1.00 0.30 -2.57
H -2.73 0.77 0.07
H -1.16 0.44 2.62
H 1.28 -0.33 2.22
C 0.06 -0.21 0.01
N 0.08 1.43 0.31
O 1.42 -0.37 -0.66
O -1.71 -1.25 0.30
H 0.14 0.33 0.00
H 0.10 0.02 0.22
H -0.02 0.10 -0.19
C 0.03 -0.09 -0.13
N -0.62 0.76 0.14
O 1.14 0.81 -0.68
O -0.48 -1.77 0.51
H 0.02 0.35 -0.02
H 0.03 0.11 0.20
H -0.37 0.01 -0.37
C -0.25 -0.38 0.12
N 0.19 0.60 0.27
O 1.42 -0.01 -0.62
O -1.59 -0.83 0.26
H 0.22 0.28 -0.05
H 0.09 0.05 0.23
H -0.03 0.17 -0.21
C 0.02 -0.32 -0.14
N -0.20 0.99 -0.29
O 0.02 0.36 1.48
O 0.11 -1.50 -1.19
H 0.01 0.37 0.20
H -0.24 0.02 -0.01
H 0.20 0.12 -0.04
C 0.22 -0.32 0.02
N 0.32 0.48 0.66
O -1.40 -0.08 -1.32
O 1.33 -1.04 1.03
H -0.22 0.26 -0.04
H 0.08 0.15 -0.13
H -0.17 0.03 0.17
C -0.13 0.17 -0.19
N 0.66 -0.76 0.96
O -0.99 -0.77 0.45
O 0.21 1.59 -1.57
H 0.07 -0.06 0.29
H -0.02 0.05 0.28
H 0.05 -0.18 -0.17
C -0.14 0.20 0.28
N 0.75 -0.60 0.03
O -1.03 0.06 -1.51
O 0.25 0.77 1.50
H 0.07 -0.21 -0.25
H -0.04 -0.25 0.04
H 0.18 0.10 -0.14
C 0.30 0.00 -0.19
N -1.45 0.39 0.49
O -0.85 0.85 -0.16
O 2.30 -1.15 -0.33
H -0.29 0.02 0.08
H 0.04 0.13 0.22
H -0.20 -0.15 -0.10
C 0.04 0.11 0.35
N -0.27 0.61 -0.59
O 0.48 -1.82 -0.25
O 0.11 0.98 1.37
H -0.02 -0.14 -0.30
H 0.19 0.09 -0.13
H -0.23 -0.04 -0.06

---

This record from the Open Molecules 2025 dataset describes an isolated ion of composition C3H9N2O and charge +1 in a non-equilibrium geometry. The level of theory is ωB97M-V with the def2-TZVPD basis set.

structure (SMILES)	C/[N+](O)=C/CN
charge	+1
multiplicity	1
energy	-304.11422	Eh
gap between HOMO and LUMO	10.610	eV
LUMO energy	-4.34	eV

Last column: Löwdin charge in e.
Element x y z (Å)
C: 0.0418 0.6176 -0.4692  0.076
C: 2.4292 -0.0044 -0.2058  0.051
C: -1.5282 0.4792 -0.1476  -0.127
N: 0.9697 -0.2134 -0.0594  -0.202
N: -1.7882 -0.9378 0.0130  0.019
O: 0.6577 -1.3021 0.5936  0.033
H: 0.3253 1.5379 -0.8312  0.116
H: 2.5576 1.0236 -0.0356  0.078
H: 2.9684 -0.3083 -1.1481  0.134
H: 2.9688 -0.5088 0.6549  0.136
H: -2.1575 0.9729 -0.8480  0.113
H: -1.5265 0.9765 0.9094  0.177
H: -0.4789 -1.2344 0.5526  0.110
H: -1.8821 -1.3786 -0.8831  0.122
H: -2.6940 -1.0530 0.5501  0.165

Forces on the atoms, in the same order (eV/Å):
C -1.20 -1.87 1.41
C 1.38 -1.07 0.71
C 3.74 0.15 2.29
N -0.79 1.49 -1.34
N -1.63 0.06 1.61
O -1.79 -0.56 0.39
H 1.03 1.70 -1.11
H 0.40 1.47 -0.10
H -1.41 0.06 0.71
H -1.09 0.32 -1.01
H -0.23 0.68 -0.54
H -0.55 -0.66 -1.85
H 0.84 -1.15 0.07
H -0.19 -0.41 -0.43
H 1.49 -0.21 -0.84

---

This record from the Open Molecules 2025 dataset describes C10H18O2 in the gas phase in a non-equilibrium geometry. The level of theory is ωB97M-V with the def2-TZVPD basis set.

structure (SMILES)	CCC[C@H]1C=C[C@@H](CCC)OO1
multiplicity	1
energy	-542.11592	Eh
gap between HOMO and LUMO	10.282	eV
LUMO energy	1.00	eV

Last column: Löwdin charge in e.
Element x y z (Å)
C: -2.2926 0.4422 2.5174  -0.091
C: -0.8312 0.1991 3.1761  -0.220
C: 0.3176 0.2810 2.1196  -0.131
C: 0.5768 -1.1661 1.4262  -0.313
C: 0.0298 -1.2805 -1.4180  -0.305
C: -0.3405 -0.4577 -2.6649  -0.145
C: -0.2356 1.1024 -2.4196  -0.258
C: 1.1951 1.6583 -2.5754  -0.159
C: 1.4666 -1.1329 -0.8116  -0.019
C: 1.6868 -1.1158 0.5267  -0.085
H: -2.2147 1.4305 1.9198  0.093
H: -2.6309 -0.5033 1.9855  0.073
H: -3.0617 0.4733 3.3423  0.060
H: -0.4888 0.9692 3.8981  0.099
H: -0.7730 -0.7398 3.6426  0.072
H: 1.2810 0.6305 2.5119  0.100
H: 0.2938 0.9828 1.2281  0.122
H: 0.6490 -1.9841 2.1250  0.149
H: -0.0424 -2.3797 -1.6316  0.154
H: -1.4286 -0.6490 -2.7641  0.113
H: 0.1799 -0.8037 -3.5707  0.119
H: -0.6510 1.3457 -1.4281  0.098
H: -0.8946 1.6263 -3.2438  0.134
H: 1.7439 1.8350 -3.6861  0.127
H: 0.9559 2.7090 -2.3110  0.046
H: 1.9864 1.2730 -1.7741  0.086
H: 2.3987 -1.0154 -1.4814  0.131
H: 2.6880 -1.1184 0.9432  0.117
O: -0.6486 -1.6935 0.8057  -0.070
O: -0.9150 -0.9185 -0.3880  -0.096

Forces on the atoms, in the same order (eV/Å):
C 0.87 -0.26 1.17
C -0.06 2.58 -2.21
C 0.53 -1.74 -1.76
C -2.81 1.06 1.48
C 1.57 -0.70 0.93
C -1.10 0.96 1.23
C -0.10 -1.06 -2.63
C 1.83 1.75 -0.15
C 1.33 0.56 -0.09
C 0.55 -0.34 -3.13
H -0.64 -1.93 0.75
H 0.83 1.55 -0.12
H 0.81 0.65 -0.70
H -1.08 -0.29 -0.03
H -0.02 -1.29 0.68
H -0.12 -0.50 0.62
H -1.11 -0.60 0.99
H 0.54 0.02 0.93
H -0.32 0.77 0.01
H 0.53 -0.18 -0.33
H -0.06 0.19 0.43
H 0.26 -0.07 -0.43
H 1.12 -0.94 1.68
H -1.79 -1.25 2.87
H 0.94 -0.15 0.08
H -1.77 0.70 -1.92
H -1.82 -0.48 0.82
H -0.02 0.26 -0.10
O 0.99 0.94 -0.76
O 0.11 -0.17 -0.30

---

This record from the Open Molecules 2025 dataset describes C6H9ClNP in the gas phase in a non-equilibrium geometry. The level of theory is ωB97M-V with the def2-TZVPD basis set.

multiplicity	1
energy	-1090.09773	Eh
gap between HOMO and LUMO (alpha / beta)	7.321 / 8.104	eV
LUMO energy (alpha / beta)	-0.86 / -0.29	eV

Last column: Löwdin charge in e.
Element x y z (Å)
C: 0.8690 1.6393 1.4274  -0.107
C: 0.2366 2.1985 0.2426  -0.164
C: 1.3163 0.4099 1.4931  -0.146
C: -0.3672 1.4475 -0.6664  0.103
C: 1.3406 -0.7273 0.5588  -0.834
C: -2.1584 -1.2642 -1.0883  -0.336
N: 0.0373 -0.9857 0.2496  -0.211
P: -0.3120 -1.3833 -1.3473  0.731
Cl: 2.4585 -0.4400 -0.8457  0.545
H: 0.9824 2.2948 2.2642  0.104
H: 0.3442 3.2488 0.1798  0.091
H: 2.0422 0.1576 2.1732  0.081
H: -0.8045 1.5488 -1.6158  0.037
H: 1.7265 -1.6026 1.0550  0.104
H: -2.8388 -1.4266 -1.8819  -0.004
H: -2.2377 -0.2597 -0.6324  0.006
H: -2.5226 -2.1103 -0.3766  0.062
H: -0.1122 -2.7455 -1.1892  -0.061

Forces on the atoms, in the same order (eV/Å):
C -0.67 0.11 -0.51
C -0.94 -1.79 -0.55
C 1.62 -0.04 -0.22
C 1.09 0.54 1.94
C -0.39 0.48 -0.34
C 0.20 -1.76 2.26
N -1.45 0.39 -0.81
P -1.61 0.31 -1.46
Cl 0.64 0.08 -0.07
H 0.41 0.30 0.32
H -0.17 1.18 -0.50
H 1.06 0.00 2.77
H -0.49 0.02 -0.98
H 0.48 -0.38 0.24
H -0.21 0.39 -1.44
H -0.47 -0.65 -0.14
H 0.82 1.76 -0.57
H 0.05 -0.92 0.05